No. 1
# C62H46N6O6W

A molecular structure, C62H46N6O6W (ωB97M-V with the def2-TZVPD basis set, the OMol25 dataset).

Geometry as XYZ:
```
121
Properties=species:S:1:pos:R:3:mulliken_charge:R:1
W 0.3931 0.0839 0.2665 1.613
C 1.5412 -6.8272 5.6174 -0.787
O 2.6015 -5.8703 5.4788 -0.436
C 2.3244 -4.6819 4.9649 0.828
C 3.4184 -3.7965 4.8533 -0.998
C 3.2577 -2.5799 4.2589 -0.319
C 1.9851 -2.1700 3.7900 -0.271
C 0.8877 -3.0301 3.9960 -0.459
C 1.0512 -4.2820 4.5491 -0.511
C 1.7347 -0.9942 3.0098 1.836
C 2.5361 -0.5718 1.8935 0.331
C 3.7528 -1.2331 1.4372 -0.650
C 4.1163 -1.0562 0.1690 -1.827
C 2.6604 0.8664 0.0743 -0.558
N 2.2337 0.6265 1.3187 -0.565
C 1.6593 2.4712 -1.6965 2.567
C 0.9218 1.3641 -2.3489 0.145
C 0.8962 1.0288 -3.7328 -1.063
C 0.0348 -0.0258 -3.8813 -1.655
C -0.5643 -0.2733 -2.6121 -0.318
C -1.6870 -0.9670 -2.2231 1.562
C -2.3836 -1.9321 -3.0694 -0.139
C -2.6336 -1.7202 -4.4247 -1.093
C -3.3131 -2.6525 -5.1878 -0.812
C -3.7543 -3.8385 -4.6002 0.940
O -4.4246 -4.7963 -5.2500 -0.446
C -4.7910 -4.5602 -6.6113 -0.874
C -3.5031 -4.0727 -3.2443 -1.006
C -2.8520 -3.1258 -2.4924 0.021
C -2.3136 -0.6201 -0.9570 0.161
N -1.7085 0.0815 0.0416 0.738
C -2.6914 0.5740 0.8659 0.273
C -2.3748 1.3408 2.0429 0.771
C -3.1299 2.4556 2.5281 0.974
C -2.4246 3.4436 3.2550 -0.577
C -3.0084 4.6340 3.6258 -0.960
C -4.3465 4.8695 3.2969 0.909
O -4.9990 5.9844 3.5771 -0.430
C -4.3017 7.0566 4.2300 -0.839
C -5.0876 3.8814 2.6155 -1.101
C -4.4901 2.7238 2.2201 -0.365
C -1.2305 0.9182 2.7957 -0.530
C -1.1176 0.8738 4.2072 -0.770
C -0.0307 0.0791 4.5118 -1.100
C 0.5299 -0.2904 3.2795 -0.643
N -0.2313 0.1959 2.2566 1.006
C -3.9355 0.1318 0.3929 -1.558
C -3.6923 -0.6478 -0.7242 -1.169
N 0.0603 0.5792 -1.7066 0.454
C 2.1265 3.4869 -2.6960 -0.748
C 3.3651 3.3431 -3.3049 -0.396
C 3.7809 4.2029 -4.3151 -0.889
C 2.9359 5.2362 -4.7222 0.834
O 3.2306 6.1328 -5.6818 -0.461
C 4.4873 6.0248 -6.3383 -0.844
C 1.6890 5.3837 -4.1198 -1.191
C 1.2923 4.5154 -3.1234 0.045
H 1.9996 -7.7182 6.0285 0.263
H 1.1000 -7.0531 4.6461 0.306
H 0.7773 -6.4588 6.3020 0.348
H 4.3775 -4.1117 5.2445 0.491
H 4.0981 -1.8988 4.2179 0.749
H -0.0917 -2.7334 3.6416 0.191
H 0.2000 -4.9404 4.6402 0.489
H 4.3245 -1.8437 2.1180 0.528
H 5.0308 -1.4570 -0.2487 0.490
H 1.4590 1.5286 -4.5054 0.686
H -0.1937 -0.5284 -4.8057 0.898
H -2.3521 -0.7847 -4.8871 0.746
H -3.5041 -2.4490 -6.2314 0.449
H -5.4168 -5.3959 -6.9001 0.257
H -3.9075 -4.5277 -7.2500 0.356
H -5.3548 -3.6317 -6.7059 0.364
H -3.8362 -5.0074 -2.8109 0.479
H -2.6511 -3.3240 -1.4452 0.608
H -1.3782 3.2895 3.4784 0.489
H -2.4260 5.3730 4.1563 0.447
H -5.0080 7.8749 4.2852 0.255
H -3.4322 7.3576 3.6477 0.357
H -4.0011 6.7635 5.2354 0.355
H -6.1337 4.0739 2.4135 0.486
H -5.0906 1.9900 1.7119 0.177
H -1.8035 1.3313 4.9044 0.772
H 0.3389 -0.1950 5.4879 0.707
H -4.8986 0.2958 0.8413 0.699
H -4.4292 -1.1307 -1.3469 0.668
H 4.0319 2.5452 -2.9879 0.254
H 4.7502 4.0609 -4.7733 0.470
H 5.3115 6.1005 -5.6272 0.333
H 4.5353 6.8587 -7.0300 0.249
H 4.5614 5.0870 -6.8914 0.342
H 1.0456 6.1883 -4.4535 0.466
H 0.3136 4.6360 -2.6720 0.532
O 0.2070 2.0426 0.3070 -0.877
C 1.1477 2.8645 -0.2757 -0.246
C 1.0635 4.2847 0.0621 -1.776
C 2.1616 5.0446 0.1114 -0.699
C 3.4943 4.4674 -0.0072 -0.989
C 3.6821 3.1572 -0.1869 -1.080
C 2.5422 2.2503 -0.4396 1.909
C 3.1217 -0.3445 -0.7028 0.375
N 1.8244 -1.0599 -0.7339 0.579
N 1.8614 -2.4012 -0.4968 -1.310
C 0.8176 -2.7592 0.1453 0.477
O -0.0206 -1.7827 0.5348 -0.484
C 0.4520 -4.1520 0.4520 0.415
C 1.3750 -5.1760 0.2546 -0.577
C 1.0298 -6.4814 0.5647 -0.824
C -0.2339 -6.7715 1.0671 -0.536
C -1.1540 -5.7508 1.2670 -1.282
C -0.8117 -4.4401 0.9634 0.167
H 0.0789 4.6677 0.3070 0.560
H 2.0754 6.0995 0.3393 0.533
H 4.3517 5.1113 0.1486 0.510
H 4.6729 2.7223 -0.1064 0.524
H 3.4934 -0.1086 -1.6952 0.725
H 2.3553 -4.9376 -0.1412 0.516
H 1.7452 -7.2785 0.4089 0.461
H -0.5048 -7.7953 1.2925 0.496
H -2.1394 -5.9775 1.6536 0.492
H -1.5185 -3.6343 1.1224 0.537
```

The calculation puts the LUMO energy (alpha / beta) at -7.37 / -7.37 eV. Its HOMO-LUMO gap (alpha / beta) is 4.570 / 4.570 eV. The maximum force comes out at 1.05 eV/A. The multiplicity is 1. As for the net charge: +2. Its total energy is -3236.73185 Eh.

=====

No. 2
# C62H48N3OP4PtSe2

A molecular structure, C62H48N3OP4PtSe2 (ωB97M-V with the def2-TZVPD basis set, the OMol25 dataset).

Geometry as XYZ:
```
121
Properties=species:S:1:pos:R:3:mulliken_charge:R:1
Pt -0.3383 -0.8901 0.8117 0.920
O 0.9939 -4.0701 1.7224 -0.526
C 0.3638 -4.2951 2.9331 -1.150
C 0.9413 -5.1533 3.8521 -0.072
C 0.2296 -5.5042 4.9871 -0.581
C -1.0536 -5.0082 5.1823 -0.934
C -1.5909 -4.1025 4.2839 -0.580
C -0.8759 -3.7035 3.1500 0.537
P -1.5500 -2.3297 2.1352 1.697
C -2.8446 -3.0392 1.0817 1.151
C -2.8946 -4.4065 0.8283 -1.130
C -3.8017 -4.9105 -0.0950 -0.763
C -4.6666 -4.0552 -0.7591 -0.859
C -4.6229 -2.6889 -0.5065 -0.547
C -3.7082 -2.1790 0.3991 -0.408
C -2.3973 -1.4320 3.4762 -0.001
C -1.5936 -0.8445 4.4545 -0.063
C -2.1697 -0.1762 5.5185 -0.791
C -3.5541 -0.0761 5.6094 -0.593
C -4.3557 -0.6595 4.6426 -0.842
C -3.7796 -1.3446 3.5784 -0.313
C 0.4725 -4.8674 0.7099 0.615
C 0.2102 -6.2168 0.8704 -0.764
C -0.2736 -6.9371 -0.2135 -0.727
C -0.4863 -6.3169 -1.4363 -0.978
C -0.2322 -4.9604 -1.5739 -0.443
C 0.2322 -4.2173 -0.4918 0.939
P 0.6513 -2.4582 -0.5841 -0.031
C 0.0709 -2.0426 -2.2547 0.893
C -1.3013 -1.8694 -2.4192 -0.023
C -1.8207 -1.5827 -3.6729 -0.838
C -0.9719 -1.4678 -4.7654 -0.810
C 0.3964 -1.6355 -4.6007 -0.772
C 0.9196 -1.9207 -3.3484 -0.825
C 2.4600 -2.5342 -0.5320 1.121
C 3.1685 -1.7271 0.3512 -0.275
C 4.5481 -1.8230 0.4259 -0.771
C 5.2274 -2.7222 -0.3849 -0.668
C 4.5242 -3.5380 -1.2592 -0.878
C 3.1416 -3.4534 -1.3248 -0.554
H 1.9281 -5.5498 3.6523 0.566
H 0.6665 -6.1822 5.7081 0.419
H -1.6250 -5.3051 6.0510 0.471
H -2.5665 -3.6804 4.4827 0.593
H -2.2276 -5.0847 1.3435 0.515
H -3.8295 -5.9744 -0.2904 0.497
H -5.3762 -4.4502 -1.4741 0.426
H -5.2957 -2.0182 -1.0249 0.487
H -3.6520 -1.1079 0.5623 0.407
H -0.5136 -0.9094 4.3796 0.465
H -1.5412 0.2710 6.2773 0.486
H -4.0045 0.4540 6.4381 0.421
H -5.4329 -0.5913 4.7147 0.455
H -4.4159 -1.8119 2.8390 0.405
H 0.3790 -6.7059 1.8194 0.536
H -0.4757 -7.9939 -0.0975 0.439
H -0.8512 -6.8850 -2.2810 0.470
H -0.4183 -4.4752 -2.5223 0.529
H -1.9691 -1.9551 -1.5691 0.169
H -2.8875 -1.4459 -3.7944 0.504
H -1.3772 -1.2419 -5.7432 0.416
H 1.0641 -1.5302 -5.4459 0.502
H 1.9903 -2.0064 -3.2188 0.491
H 2.6379 -1.0225 0.9801 0.288
H 5.0943 -1.1934 1.1159 0.477
H 6.3057 -2.7931 -0.3295 0.418
H 5.0494 -4.2479 -1.8843 0.473
H 2.5977 -4.1150 -1.9892 0.458
Se -1.0389 4.1888 -3.5268 -0.311
P 0.8851 3.6940 -2.8429 0.841
C 1.6769 4.9880 -1.8433 0.046
C 0.8397 5.9417 -1.2630 -0.089
C 1.3639 6.9278 -0.4429 -0.831
C 2.7299 6.9822 -0.2037 -0.473
C 3.5671 6.0294 -0.7677 -1.158
C 3.0442 5.0310 -1.5780 0.251
C 1.9485 3.1794 -4.2144 0.583
C 3.0810 3.8570 -4.6422 -0.388
C 3.7596 3.4359 -5.7803 -0.671
C 3.3086 2.3405 -6.4953 -0.652
C 2.1653 1.6679 -6.0773 -0.612
C 1.4844 2.0873 -4.9516 -0.711
C 0.9340 2.2460 -1.7286 0.480
C 0.2229 1.8388 -0.6051 -0.731
N 0.5928 0.5502 -0.3774 0.924
N 1.4913 0.2069 -1.2803 0.085
N 1.7109 1.1986 -2.0937 -1.068
P -0.6253 2.6009 0.7440 0.714
Se -1.6393 0.9643 1.7918 -0.336
C -1.8437 3.8303 0.3029 0.753
C -2.8480 3.5086 -0.6053 -0.560
C -3.8508 4.4246 -0.8660 -0.678
C -3.8455 5.6581 -0.2286 -0.541
C -2.8448 5.9800 0.6774 -0.825
C -1.8394 5.0651 0.9499 -0.444
C 0.5854 3.3618 1.8427 0.193
C 0.3568 3.3569 3.2174 -0.352
C 1.2846 3.9283 4.0719 -0.824
C 2.4475 4.4909 3.5618 -0.719
C 2.6828 4.4858 2.1946 -0.841
C 1.7536 3.9219 1.3327 0.098
H -0.2206 5.9228 -1.4817 0.284
H 0.7033 7.6636 -0.0028 0.477
H 3.1417 7.7628 0.4228 0.420
H 4.6323 6.0569 -0.5775 0.448
H 3.7081 4.2612 -1.9506 0.538
H 3.4365 4.7395 -4.1305 0.458
H 4.6359 3.9792 -6.1077 0.430
H 3.8327 2.0202 -7.3860 0.393
H 1.7950 0.8214 -6.6413 0.436
H 0.5853 1.5680 -4.6437 0.371
H -2.8389 2.5481 -1.1048 0.488
H -4.6267 4.1858 -1.5804 0.449
H -4.6259 6.3760 -0.4442 0.419
H -2.8468 6.9415 1.1729 0.463
H -1.0547 5.3130 1.6524 0.464
H -0.5435 2.9073 3.6166 0.501
H 1.1035 3.9265 5.1384 0.436
H 3.1748 4.9261 4.2344 0.416
H 3.5891 4.9163 1.7916 0.555
H 1.9557 3.9067 0.2692 0.253
```

The calculation puts the LUMO energy at -2.30 eV. Its HOMO-LUMO gap is 7.369 eV. The maximum force comes out at 0.41 eV/A. The multiplicity is 1. As for the net charge: +1. Its total energy is -8918.49702 Eh.